Entry 1:
# C6H9N

A single C6H9N molecule (ωB97M-V/def2-TZVPD, OMol25).

ORCA input file:
```
! wB97M-V def2-TZVPD RIJCOSX def2/J DEFGRID3
* xyz 0 1
C 1.376 -0.057 -0.759
H -1.840 1.369 -1.943
H 1.262 -0.714 -1.609
C 0.335 1.806 0.672
H 0.503 -2.001 1.483
N -2.106 0.540 -1.415
C -1.115 0.060 -0.776
C -0.304 -2.051 0.750
H -0.072 -2.844 0.034
H -0.624 1.975 1.162
H 1.104 1.697 1.444
H -1.220 -2.341 1.273
H 0.583 2.686 0.075
C -0.526 -0.729 0.122
C 0.276 0.578 -0.192
H 2.368 0.025 -0.321
*
```

Computed properties:
Electronic energy ... -288.6131 Ha
Energy above the lowest of the compared OMol25 structures with the same formula, charge and spin ... 106.0 kcal/mol
HOMO-LUMO gap (spin up / spin down) ... 7.804 / 7.806 eV

---

Entry 2:
# C30H30BrF5IrN6O2

A molecular structure, C30H30BrF5IrN6O2 (ωB97M-V/def2-TZVPD, OMol25).

ORCA input file:
```
! wB97M-V def2-TZVPD RIJCOSX def2/J DEFGRID3
* xyz 2 2
H -2.592 4.681 0.898
H -2.463 -2.663 -1.501
H 0.694 2.393 4.651
H -2.678 -2.916 -6.938
H -4.796 3.574 -2.986
C -2.010 0.433 4.135
C -0.308 -4.167 1.178
H -2.640 -1.054 -8.359
C -0.364 -3.228 -1.321
C -2.228 -2.447 -6.068
H -0.810 3.053 1.198
F -1.298 -2.118 0.604
C 0.485 -4.416 -1.662
Br 1.825 1.690 1.946
C -1.657 -0.022 2.883
H 2.116 -5.249 -2.704
C 1.911 -3.160 -3.137
F -1.347 -4.967 0.953
N 4.218 0.227 -1.685
H -2.930 0.092 4.583
C -1.475 -0.162 -5.318
Ir 0.080 0.339 0.034
F 0.837 -2.240 0.507
H 3.379 2.486 -2.503
H -2.904 -2.577 -5.223
C 2.982 0.711 -1.518
C 1.166 -2.002 -2.904
C 0.016 1.712 4.167
H -2.507 1.153 -3.548
H 1.460 -1.083 -3.392
H -4.544 1.847 -3.196
C -2.114 1.871 -1.702
C -1.276 1.905 -0.565
C 1.546 -4.356 -2.505
N -0.534 0.353 2.265
C -1.225 1.192 -5.569
H 1.775 2.295 -1.905
C -1.833 -3.529 -1.693
C -0.286 -2.947 0.209
F 0.799 -4.891 1.087
C -1.515 1.729 -6.805
N 2.676 1.887 -2.101
H -0.757 1.804 -4.813
H 2.736 -3.137 -3.826
H -1.880 -3.791 -2.748
H -2.213 -4.366 -1.117
C -1.460 2.954 0.339
H -3.483 3.016 -4.011
O -1.430 1.854 5.996
F -0.400 -3.724 2.430
C -2.042 0.919 -7.806
C 0.087 -1.979 -2.055
C -2.462 3.893 0.172
C -4.035 2.805 -3.092
C -3.295 3.823 -0.940
H -4.074 4.559 -1.065
H -1.297 -2.975 -5.850
H -2.285 -0.721 2.349
C -3.138 2.832 -1.890
C -1.217 -0.189 -2.842
C -1.977 -0.998 -6.336
N -0.665 -0.815 -1.828
N -1.184 -0.741 -4.087
C -1.174 1.334 4.811
H -1.317 2.771 -7.000
O 2.129 0.039 -0.912
C 0.267 1.195 2.924
H -2.274 1.564 6.371
H 4.948 0.742 -2.145
C -2.250 -0.431 -7.570
H 0.172 -5.360 -1.248
H -0.872 -1.706 -4.112
H 4.463 -0.644 -1.242
N -1.953 0.944 -2.723
H -2.273 1.339 -8.771
*
```

Computed properties:
Electronic energy ... -4817.3545 Ha
HOMO-LUMO gap (spin up / spin down) ... 4.618 / 5.222 eV
⟨S²⟩ ... 0.875

---

Entry 3:
# C24H35N2O3SSiY

A molecular structure, C24H35N2O3SSiY (ωB97M-V/def2-TZVPD, OMol25).

ORCA input file:
```
! wB97M-V def2-TZVPD RIJCOSX def2/J DEFGRID3
* xyz 2 1
Y 0.944 -0.259 0.685
C 3.709 1.594 1.177
H -6.337 -1.517 -0.376
Si -1.913 0.388 -0.105
H 0.542 -3.500 1.295
C -1.475 3.956 -1.660
O -3.147 -0.535 -0.529
H -4.383 1.471 0.848
H 1.435 -1.205 -3.448
H 3.076 2.370 0.761
H -1.999 -2.205 -2.094
C 3.572 -4.262 2.545
H 4.152 -5.080 2.955
H -0.903 -0.251 -4.299
C -0.373 -0.819 -2.304
H -6.063 0.719 -1.657
C 1.142 -0.808 -2.477
C 0.234 2.753 -0.300
H 6.076 -3.544 3.279
H -2.808 4.040 0.729
H 1.540 0.210 -2.410
H -4.544 -0.077 1.716
C -0.939 -2.225 -2.340
C 5.498 -2.725 2.871
C -1.749 3.807 0.830
H -0.421 -2.872 -1.627
C 5.009 1.894 1.578
H -0.815 -2.652 -3.336
H 6.795 1.091 2.436
O -2.054 1.909 -0.628
H 5.384 2.902 1.469
H -1.207 4.742 0.972
H 0.419 2.258 0.670
H -4.924 -2.208 0.433
S -1.199 0.211 1.889
H -0.942 4.902 -1.570
C -4.592 -0.263 -0.438
C 3.379 -1.950 1.907
H -2.536 4.169 -1.777
H 1.627 -1.464 -1.733
C -1.259 3.099 -0.422
H -5.011 -2.178 -1.339
C -4.989 0.539 -1.666
H -5.947 0.668 0.945
H -4.476 1.501 -1.686
H 0.560 2.142 -1.148
C -5.255 -1.629 -0.429
H -2.133 0.140 -3.089
N 3.180 0.379 1.278
H -1.128 3.441 -2.557
C 1.571 -3.376 1.616
C -4.876 0.495 0.848
C 5.257 -0.407 2.232
H -0.662 1.122 -3.213
H 1.800 -5.424 2.207
C 2.278 -4.458 2.134
C 6.024 -1.488 2.773
C 4.157 -2.985 2.442
H -4.749 -0.016 -2.575
O -0.563 -0.308 -0.925
H -1.614 3.184 1.715
H 7.036 -1.288 3.101
C -1.061 0.110 -3.283
C 5.782 0.894 2.109
H 0.828 3.667 -0.294
C 3.943 -0.627 1.796
N 2.095 -2.160 1.495
*
```

Computed properties:
Electronic energy ... -1996.6027 Ha
Energy above the lowest of the compared OMol25 structures with the same formula, charge and spin ... 0.8 kcal/mol
HOMO-LUMO gap ... 8.065 eV

---

Entry 4:
# CCl2F3OPS

A single CCl2F3OPS molecule (ωB97M-V/def2-TZVPD, OMol25).

ORCA input file:
```
! wB97M-V def2-TZVPD RIJCOSX def2/J DEFGRID3
* xyz 0 1
S -0.171 -0.285 1.484
C 1.131 -0.163 0.241
P -1.938 0.196 -0.203
F 2.410 -0.116 0.728
O -1.994 -0.839 -1.164
Cl -3.551 0.409 0.929
F 0.960 1.039 -0.422
Cl -1.854 2.034 -0.937
F 1.062 -1.166 -0.550
*
```

Computed properties:
Electronic energy ... -2072.9318 Ha
Energy above the lowest of the compared OMol25 structures with the same formula, charge and spin ... 12.3 kcal/mol
HOMO-LUMO gap ... 8.894 eV
Structure (SMILES) ... O=P(Cl)(Cl)SC(F)(F)F

---

Entry 5:
# C2H7INS

2 unconnected molecules or ions with the total composition C2H7INS (ωB97M-V/def2-TZVPD, OMol25).

ORCA input file:
```
! wB97M-V def2-TZVPD RIJCOSX def2/J DEFGRID3
* xyz 1 1
I 2.738 2.801 2.117
H 1.354 -1.057 0.177
H -1.458 0.080 -2.033
H -1.929 -1.585 -1.399
H -2.656 0.000 -0.774
C -0.521 -0.310 -0.417
H -0.352 0.580 0.009
H 1.678 2.705 3.204
S 2.336 0.670 1.248
H 0.212 -2.178 -0.640
N 0.421 -1.224 -0.340
C -1.824 -0.482 -1.153
*
```

Computed properties:
Electronic energy ... -830.6847 Ha
Energy above the lowest of the compared OMol25 structures with the same formula, charge and spin ... 46.8 kcal/mol
HOMO-LUMO gap ... 7.595 eV

---

Entry 6:
# C46H50BFN4O3Y

A molecular structure, C46H50BFN4O3Y (ωB97M-V/def2-TZVPD, OMol25).

ORCA input file:
```
! wB97M-V def2-TZVPD RIJCOSX def2/J DEFGRID3
* xyz -1 1
C 5.842 -1.485 -3.145
H 6.341 -0.584 -3.525
C 5.616 3.515 -0.623
C -3.410 -2.967 2.281
C 4.570 0.265 1.253
H 6.160 3.131 0.247
C -1.078 2.072 0.265
H 5.885 -2.250 -3.933
C -2.146 -2.913 4.301
C -3.231 3.253 0.271
C -1.607 -1.117 -4.255
C -3.309 -3.301 3.616
H 2.801 -5.205 1.831
N -1.772 -1.476 -0.631
C 3.514 -3.538 -2.887
C -2.474 2.085 0.173
H -3.089 -2.528 -3.079
H 6.413 -1.853 -2.285
H -0.482 1.647 2.886
H 3.986 3.189 -2.839
H 1.678 0.344 2.813
O -0.306 -1.140 1.753
H 2.101 0.242 5.250
H 0.009 2.300 4.464
C -2.725 -2.097 -6.167
C -0.870 -0.323 -5.139
C 3.122 4.516 0.960
C 4.643 -0.937 0.633
C 0.441 -3.845 1.220
H 2.474 1.984 5.249
H -4.312 3.245 0.200
C 1.613 1.260 3.388
C 2.467 -3.424 -0.289
H -0.242 0.558 4.256
C 2.481 1.072 4.636
H 3.570 -1.389 -4.777
N 3.293 0.808 1.018
H 1.716 -5.398 -0.697
C 4.202 2.937 -0.690
H 5.315 0.778 1.849
H 6.183 3.248 -1.525
H 4.067 0.262 -4.360
H 3.810 -3.768 2.085
C -1.193 4.516 0.562
H 3.372 4.559 -1.897
H 3.896 -3.580 -3.906
H 0.354 -4.919 1.010
H 2.668 -5.513 -2.971
H -0.139 0.350 -4.708
H -3.454 -2.805 -6.547
H 2.568 -0.415 -3.685
C -0.472 3.325 0.459
C -1.255 -1.828 2.309
C 3.456 3.466 -1.919
C 3.602 -0.650 -3.964
H -0.709 5.476 0.718
H 4.286 1.862 -0.801
H 5.456 -1.653 0.618
C 2.157 2.397 2.529
H 3.522 0.848 4.370
C -1.979 -1.300 -7.019
H 1.253 3.937 3.732
H 2.133 5.807 2.375
H 0.614 3.400 0.557
C 2.818 -4.624 -2.367
C 2.363 4.779 2.096
H -2.128 -1.383 -8.091
H 2.405 -4.053 3.130
H -3.016 1.154 0.024
C -1.314 -0.982 -2.795
B 2.484 -0.080 0.177
N 3.418 -1.189 -0.013
C 4.394 -1.177 -2.760
C -2.564 4.442 0.461
C -1.044 -0.395 -6.512
H -2.024 -3.180 5.343
N -2.173 -1.556 -1.977
C -2.405 -2.247 1.608
H -0.464 0.238 -7.176
O -3.327 -2.784 -4.003
C -2.581 -2.053 0.170
Y 0.117 0.039 -0.160
C 2.288 -4.558 -1.085
C 1.878 3.726 2.863
C 3.211 -2.359 -0.819
C 2.782 -4.142 2.101
H 0.049 -3.672 2.231
C 1.894 -3.364 1.127
H -0.244 -1.907 4.192
C 3.422 3.205 0.590
H 3.480 5.343 0.344
C -1.147 -2.205 3.667
C -2.560 -2.007 -4.782
H 5.592 4.612 -0.553
H 1.908 -2.329 1.442
C 2.957 2.155 1.401
C 3.709 -2.386 -2.131
O -0.243 -0.343 -2.469
H -4.289 -3.268 1.713
H 4.405 -0.388 -2.019
H -4.097 -3.853 4.115
H -0.211 -3.311 0.521
F -3.282 5.575 0.554
C 0.141 1.460 3.766
H -3.475 -2.479 -0.269
H 2.443 3.057 -1.976
*
```

Computed properties:
Electronic energy ... -2390.9192 Ha
Energy above the lowest of the compared OMol25 structures with the same formula, charge and spin ... 12.8 kcal/mol
HOMO-LUMO gap ... 7.777 eV

---

Entry 7:
# C8H14N4O2S

A single C8H14N4O2S molecule (ωB97M-V/def2-TZVPD, OMol25).

ORCA input file:
```
! wB97M-V def2-TZVPD RIJCOSX def2/J DEFGRID3
* xyz 0 1
H -0.348 -1.765 2.196
H -4.593 -2.197 0.040
H 1.583 3.430 -0.015
C -4.375 -2.094 -1.017
C -0.450 -1.238 1.244
N 1.361 0.115 0.979
N -1.711 -1.327 0.714
C 1.234 2.601 0.634
C 1.945 1.253 0.349
H 3.125 0.768 1.965
O -0.615 -3.004 -0.828
S -1.905 -2.728 -0.288
C -0.763 0.359 -0.230
H 3.881 2.332 1.317
H 1.473 2.938 1.697
H 4.177 0.787 0.367
H -2.695 -1.608 -2.231
H -0.658 1.280 -0.805
N -1.918 -0.308 -0.205
H 1.614 0.076 -1.361
H 1.586 1.823 -1.918
O -2.559 -3.692 0.576
N 0.196 -0.190 0.652
H -5.062 -1.351 -1.391
C 3.342 1.286 0.973
C -3.114 -2.083 -1.381
H 0.031 2.656 0.550
C 2.060 0.942 -1.183
H 3.156 0.939 -1.400
*
```

Computed properties:
Electronic energy ... -1080.6531 Ha
Energy above the lowest of the compared OMol25 structures with the same formula, charge and spin ... 145.7 kcal/mol
HOMO-LUMO gap (spin up / spin down) ... 7.572 / 7.569 eV

---

Entry 8:
# C7H8O3

A single C7H8O3 molecule (ωB97M-V/def2-TZVPD, OMol25).

ORCA input file:
```
! wB97M-V def2-TZVPD RIJCOSX def2/J DEFGRID3
* xyz 0 1
O -2.082 -1.704 1.964
O -0.746 1.887 -0.867
H 3.280 -1.241 1.019
H 0.802 -0.051 -1.634
H 1.978 -1.053 -1.192
C 0.953 -0.796 -0.987
H -3.367 1.464 -1.493
O 1.369 -0.579 1.533
C -1.532 -1.007 1.241
H -3.401 0.376 -0.077
C 0.577 -0.490 0.456
H -3.161 2.150 0.090
H 3.019 -1.100 2.770
C 2.676 -0.890 1.760
C -2.980 1.193 -0.458
H 0.205 -1.598 -1.251
C -0.935 -0.116 0.515
C -1.435 1.012 -0.334
*
```

Computed properties:
Electronic energy ... -497.0536 Ha
Energy above the lowest of the compared OMol25 structures with the same formula, charge and spin ... 132.3 kcal/mol
HOMO-LUMO gap (spin up / spin down) ... 8.145 / 7.697 eV

---

Entry 9:
# C27H51N7O5S2

12 unconnected molecules or ions with the total composition C27H51N7O5S2 (ωB97M-V/def2-TZVPD, OMol25).

ORCA input file:
```
! wB97M-V def2-TZVPD RIJCOSX def2/J DEFGRID3
* xyz 0 1
N 3.621 -2.396 2.269
H 3.706 0.898 1.709
H -0.050 -4.906 -4.155
H 2.389 4.297 3.735
H 1.081 -0.193 -3.945
S -2.274 -1.010 4.454
H 1.537 -1.672 4.828
C 0.862 -0.216 1.680
H -4.012 -1.144 -2.856
H 0.554 0.580 -5.469
O 0.014 1.775 0.699
O -0.524 -2.370 -5.140
H -1.316 0.797 3.216
H -1.412 2.923 2.508
H -4.196 1.441 -0.758
H -2.524 1.256 -0.004
H 6.710 -2.086 1.791
H 0.781 -0.293 -1.196
H -0.214 4.172 2.841
C 3.666 1.967 1.485
H -1.049 -4.186 1.961
H 2.345 -2.109 -5.447
C -2.008 -4.439 1.516
C -1.309 4.494 1.118
C 0.435 -4.319 -2.227
C 1.175 2.495 -2.553
H 0.123 -0.958 1.983
H 1.043 0.540 2.446
N -4.380 2.413 2.227
C -2.416 -3.361 0.631
H 6.198 -0.831 2.953
H -4.264 -0.164 3.412
C 6.139 -1.887 2.698
H -2.768 -0.134 -2.200
N 2.062 1.769 -2.561
H 6.537 -2.515 3.490
C 1.551 -1.885 -6.167
H 4.692 2.274 1.265
N -1.428 4.916 0.056
H -4.224 -1.942 3.224
H -2.462 -0.192 -5.871
H -0.645 -1.112 -0.542
C -3.630 -1.030 3.233
H 0.201 4.182 -1.741
H -0.863 2.887 -2.283
H -0.769 0.488 -1.359
H -3.143 -0.969 2.257
H 0.933 -6.054 -3.238
H -2.384 -1.201 -3.618
C 0.067 3.419 -2.501
H -0.168 3.838 -3.481
S -3.584 0.917 -4.088
C 0.345 -1.547 -5.357
H 2.021 4.179 1.970
C 0.318 -0.180 -4.726
H -3.057 2.827 -0.526
C 2.199 -0.810 4.781
C 2.786 4.082 2.742
C 0.228 0.583 0.574
O 3.076 1.976 3.765
H 1.722 -4.590 -3.850
H -2.774 -4.521 2.290
O -1.138 -1.782 3.814
N 0.157 -3.788 -1.245
C -1.866 0.755 4.157
C -3.993 2.165 1.180
C -0.181 -0.138 -0.690
H -3.665 0.830 -6.524
H -2.756 1.379 4.066
H 3.047 2.098 0.599
H -1.924 4.598 3.051
C -3.414 1.870 -0.138
H 1.769 -0.017 5.392
N 4.614 -1.301 5.649
H -0.676 -0.025 -4.317
H -1.237 1.153 4.951
C 3.197 2.634 2.754
N -2.694 -2.478 -0.044
H 1.836 -0.641 1.439
H -4.226 -0.668 -5.807
H 1.345 -2.820 -6.689
C -1.226 3.990 2.477
C 0.790 -4.998 -3.471
C -3.492 0.128 -5.704
H 3.593 4.804 2.614
H 1.858 -1.096 -6.847
H 2.241 -0.472 3.756
C 3.558 -1.071 5.256
H -1.977 -5.369 0.953
C -3.125 -0.572 -3.131
O -2.423 1.858 -3.910
C 4.734 -2.193 2.460
*
```

Computed properties:
Electronic energy ... -2615.1469 Ha
Energy above the lowest of the compared OMol25 structures with the same formula, charge and spin ... 0.0 kcal/mol
HOMO-LUMO gap ... 9.688 eV

---

Entry 10:
# C6H9N

A single C6H9N molecule (ωB97M-V/def2-TZVPD, OMol25).

ORCA input file:
```
! wB97M-V def2-TZVPD RIJCOSX def2/J DEFGRID3
* xyz 0 1
N -1.335 -1.026 0.104
C 0.336 0.270 -0.577
C -0.312 -0.216 0.537
H 0.376 -0.926 2.456
H 1.221 2.249 -0.697
H -0.945 0.250 2.549
H 2.188 0.964 -1.425
C -0.329 -0.278 -1.717
H -1.968 -1.522 0.709
C -1.350 -1.070 -1.266
H -0.066 -0.108 -2.754
H -2.081 -1.663 -1.799
C 1.517 1.198 -0.591
H 2.103 1.114 0.332
C -0.039 -0.021 1.995
H 0.684 0.785 2.142
*
```

Computed properties:
Electronic energy ... -288.7796 Ha
Energy above the lowest of the compared OMol25 structures with the same formula, charge and spin ... 1.5 kcal/mol
HOMO-LUMO gap ... 8.873 eV
Structure (SMILES) ... Cc1cc[nH]c1C